# 1
Density functional theory data (ωB97M-V with the def2-TZVPD basis set) for 7 unconnected molecules or ions with the total composition C45H93BrN9.

E_LUMO = -10.21 eV
Kohn-Sham gap = 0.2311 hartree

ORCA input file:
```
! wB97M-V def2-TZVPD RIJCOSX def2/J DEFGRID3
* xyz 5 1
H -27.539 -7.634 -29.933
C -30.171 -7.798 -34.606
C -20.146 -9.194 -35.554
H -22.512 -1.388 -26.900
H -20.795 -4.269 -30.939
H -26.400 -5.450 -30.530
H -23.115 -4.019 -32.962
H -22.119 -12.279 -32.367
Br -21.135 -8.994 -30.745
C -26.165 -6.377 -31.048
C -27.601 -11.800 -28.468
H -22.944 -11.971 -36.404
H -26.346 -4.420 -34.152
C -32.118 -5.773 -27.404
H -31.113 -8.003 -34.103
H -30.245 -13.258 -28.685
H -20.621 -11.626 -34.453
H -27.936 -6.243 -35.278
H -23.928 -7.605 -28.858
C -30.238 -17.348 -28.104
C -28.303 -16.057 -28.665
H -29.293 -10.134 -30.168
H -20.082 -6.648 -27.352
C -23.652 -4.727 -30.970
H -26.676 -9.156 -32.310
C -29.276 -13.712 -28.493
C -28.096 -13.086 -29.180
C -21.140 -6.777 -27.595
H -21.632 -10.369 -36.542
H -29.055 -9.435 -33.628
H -19.627 -1.918 -27.695
C -23.670 -6.216 -31.154
H -22.716 -2.868 -31.746
N -22.736 -11.820 -34.313
H -25.538 -12.363 -28.658
H -28.133 -17.924 -27.708
C -24.919 -8.421 -31.113
C -20.004 -8.402 -36.849
C -26.424 -8.721 -31.344
H -30.352 -17.749 -27.098
H -19.960 -8.545 -34.697
H -26.729 -9.497 -30.640
C -22.759 -12.763 -33.111
H -28.194 -8.593 -34.901
C -23.914 -10.884 -34.026
H -29.137 -15.165 -31.013
C -30.555 -15.841 -28.017
H -19.055 -7.886 -36.970
H -30.732 -9.606 -30.999
C -26.137 -11.463 -28.809
H -27.668 -11.965 -27.389
C -29.208 -4.874 -32.643
N -21.697 -5.529 -27.067
H -28.674 -18.068 -29.415
C -22.921 -12.653 -35.559
H -22.017 -13.254 -35.589
C -22.925 -5.293 -26.493
H -30.479 -16.240 -30.639
C -30.024 -5.942 -32.841
H -24.736 -6.009 -28.619
H -23.504 -10.121 -33.370
C -21.479 -9.937 -35.552
H -21.146 -1.627 -25.821
H -32.806 -8.010 -28.890
H -27.006 -3.299 -32.974
N -31.031 -9.092 -28.273
H -27.894 -15.651 -27.736
C -24.798 -6.988 -29.086
C -29.179 -8.946 -34.597
H -23.697 -3.240 -25.859
C -21.497 -10.980 -34.410
C -28.523 -5.877 -34.450
H -28.283 -10.976 -28.680
H -29.587 -9.695 -35.276
H -26.134 -6.126 -32.112
H -22.165 -13.639 -33.371
C -27.212 -7.449 -30.956
H -30.306 -11.300 -30.888
H -28.035 -7.362 -31.660
H -32.038 -5.560 -26.337
H -29.274 -9.399 -27.040
H -25.717 -7.455 -28.729
H -24.277 -10.510 -34.979
C -24.191 -12.957 -32.724
H -27.471 -3.139 -34.659
C -21.575 -1.929 -26.777
C -22.736 -3.941 -31.939
C -23.016 -3.952 -26.298
H -24.434 -9.091 -30.408
H -24.381 -8.434 -32.055
H -29.066 -4.148 -31.860
H -33.174 -5.824 -27.644
C -27.238 -3.860 -33.876
C -21.048 -4.358 -27.143
C -24.949 -11.804 -33.361
H -22.780 -6.681 -30.721
N -31.389 -7.033 -27.643
H -32.246 -10.443 -29.266
H -21.475 -7.635 -27.020
N -28.338 -4.796 -33.707
H -30.372 -15.460 -27.014
H -31.042 -11.168 -28.358
N -29.500 -15.183 -28.919
H -24.240 -12.962 -31.636
H -29.099 -13.803 -27.419
C -31.186 -10.327 -29.038
N -21.846 -3.369 -26.746
H -20.129 -9.070 -37.705
H -30.965 -17.816 -28.762
H -23.346 -4.393 -29.966
H -23.828 -13.241 -35.463
C -30.346 -10.371 -30.320
N -29.583 -6.582 -33.986
C -30.048 -8.738 -27.393
H -30.399 -7.570 -35.646
H -20.126 -4.257 -27.693
H -22.303 -9.230 -35.411
H -20.640 -0.484 -28.078
H -25.860 -11.207 -29.835
H -28.512 -12.756 -30.142
H -19.332 -9.924 -35.519
C -20.631 -1.561 -27.917
H -25.657 -12.268 -34.055
H -27.262 -13.734 -29.433
H -25.689 -11.281 -32.747
H -30.683 -14.480 -30.448
H -30.856 -6.353 -32.298
H -21.289 -5.551 -32.097
H -23.681 -6.530 -32.199
C -21.315 -4.480 -31.875
C -28.740 -17.490 -28.497
H -31.562 -15.614 -28.358
H -20.823 -7.684 -36.960
H -21.342 -10.344 -33.534
C -31.881 -8.053 -28.336
H -29.698 -6.843 -26.294
H -20.952 -1.957 -28.883
H -23.652 -6.070 -26.345
H -20.656 -4.076 -32.646
H -24.508 -13.912 -33.140
C -29.989 -15.313 -30.352
N -24.867 -6.986 -30.580
H -27.569 -15.846 -29.442
H -24.646 -4.270 -30.862
H -31.535 -4.982 -27.871
H -25.817 -10.651 -28.157
H -21.145 -6.922 -28.680
C -30.282 -7.460 -26.955
*
```


# 2
Density functional theory data (ωB97M-V with the def2-TZVPD basis set) for 12 unconnected molecules or ions with the total composition C45H96N3O42P9.

SMILES string = O=[N+]([O-])c1ccccc1.O=[N+]([O-])c1ccccc1.O=[N+]([O-])c1ccccc1.COP(=O)(OC)OC.COP(=O)(OC)OC.COP(=O)(OC)OC.COP(=O)(OC)OC.COP(=O)(OC)OC.COP(=O)(OC)OC.COP(=O)(OC)OC.COP(=O)(OC)OC.COP(=O)(OC)OC
E_LUMO = -0.62 eV
Kohn-Sham gap = 0.3454 hartree

ORCA input file:
```
! wB97M-V def2-TZVPD RIJCOSX def2/J DEFGRID3
* xyz 0 1
P 4.471 5.981 -6.310
H -5.618 -9.124 -4.082
H 0.828 -6.851 -10.660
O -9.859 -0.220 2.315
H -4.689 4.267 8.244
C 3.140 9.376 3.819
H 1.761 5.503 -7.508
H 0.308 3.603 0.120
H 0.932 -5.892 -6.788
O 5.521 6.899 -7.181
H -7.061 2.381 2.221
H -3.763 -5.580 0.422
H 1.965 4.586 -6.070
C -4.050 0.539 -9.080
H 5.517 -3.844 -9.722
H -1.914 6.211 10.212
C 4.023 10.469 1.449
H -5.269 3.204 9.586
H 1.504 -2.276 8.484
H 0.475 1.570 10.564
H 7.417 2.927 8.297
P -4.497 6.573 10.114
O -5.420 3.108 -12.044
C 5.122 7.497 -8.376
H -1.593 6.485 12.087
O -6.641 1.625 -12.920
P 7.949 2.328 4.911
O 2.299 0.481 10.394
H -4.779 2.485 -9.787
H -0.555 0.041 -2.495
P 6.148 -4.255 -1.638
N -5.756 1.916 -12.100
O -1.422 0.781 -0.828
O -4.293 7.265 8.821
O 6.578 -2.776 -2.180
P -5.415 -7.096 -6.772
H -6.184 4.641 9.158
C -9.758 0.948 -1.326
H 4.391 8.494 0.785
O -6.058 -8.351 -5.930
C 3.595 11.344 2.425
C -5.278 -9.212 -5.114
C 7.450 -6.134 -0.637
H 3.180 -4.674 -0.051
H -6.813 7.120 12.648
H 0.891 -5.489 -11.831
H 2.079 3.750 -7.604
H -4.345 -2.331 -10.852
C -2.036 6.778 11.135
H 4.416 -5.206 1.048
C 3.175 10.757 3.593
C -2.936 -5.043 3.755
C 7.246 3.195 7.254
C -5.178 4.226 9.218
O -1.116 2.044 1.296
H 0.537 0.293 9.446
O -4.363 4.928 10.138
O 1.731 9.172 5.679
P 3.071 -0.867 10.985
O 3.489 6.800 -5.614
O -0.142 -0.278 1.290
H -10.112 -2.451 0.237
C -1.251 -0.279 -1.719
H 3.744 7.498 2.928
C 0.916 0.582 10.426
O 3.753 4.949 -7.325
H -8.778 -2.922 -0.776
O 2.279 -2.166 10.325
O 3.209 7.631 5.409
H 6.253 2.897 6.917
C -3.919 -0.846 -9.368
H 8.373 -6.621 -0.953
O -3.451 6.940 11.288
H 7.320 5.012 -4.542
C 2.452 -2.437 8.997
H 9.568 -0.397 4.922
O 5.350 4.967 -5.348
H 2.331 -6.044 -10.885
H 2.721 -3.493 8.959
H -3.385 -1.487 -8.682
H 6.221 -1.315 -3.524
H -8.671 -3.084 0.964
H -7.386 -5.101 -8.394
C 6.315 5.427 -4.464
H -7.005 5.528 11.909
H 0.156 2.982 -1.524
H -1.523 2.406 3.333
O 5.101 -3.988 -0.431
H -4.203 -9.035 -5.140
H 7.048 0.156 3.114
C 2.336 4.677 -7.091
O -8.394 -1.164 0.378
H 4.088 7.209 -8.562
O 5.749 -5.149 -2.751
C 6.261 0.667 3.668
H -6.359 1.090 1.226
O -6.612 -6.814 -7.847
H 1.764 3.390 -0.883
H -0.786 -1.087 -1.155
H 4.299 10.867 0.483
H 10.815 0.737 5.614
H -1.804 -6.601 4.898
H 3.506 12.408 2.262
N 2.642 8.685 5.049
C -4.331 -1.273 -10.634
C 4.213 -5.018 -0.006
C -6.298 6.338 12.091
P 2.152 -4.524 -8.705
H 5.339 8.565 -8.349
H 5.524 -0.045 4.039
H -5.790 -8.981 -8.621
H -7.216 -5.232 -6.631
C 2.852 -2.190 13.240
H -8.835 0.444 -1.610
H -7.496 0.685 2.610
O 8.235 2.652 6.449
C -4.989 -0.354 -11.483
C 5.675 -1.872 -2.763
C -7.531 -5.754 -7.534
C -2.264 -6.295 3.970
O 2.631 -1.010 12.559
H 0.382 -0.123 11.063
O 6.861 1.125 4.852
O 4.553 -0.988 10.776
H -3.651 0.937 -8.159
C -4.705 -8.877 -8.609
H 4.288 -5.995 -0.483
H -2.474 -7.632 0.824
C -4.677 1.424 -9.963
H 3.664 -2.037 13.950
O -5.977 6.897 10.798
C -3.486 -4.860 2.471
H -3.968 -3.912 2.286
H 5.396 -1.145 -2.000
H 6.396 6.509 -4.363
H 5.988 4.906 -3.564
H -0.287 3.413 2.624
O 9.260 1.557 4.469
H 9.379 0.521 6.426
O -4.837 -5.993 -5.988
H -9.487 1.993 -1.177
H -1.523 7.738 11.083
H 5.764 7.285 -9.231
C 4.615 -3.841 -9.110
C -0.726 2.416 2.590
H 3.092 -3.101 12.691
O 7.615 3.453 4.038
H 1.120 -7.394 -7.661
O 0.932 1.661 -0.108
H -2.209 -0.652 -2.082
C 3.616 8.565 2.816
C -3.356 -5.763 1.405
O 7.484 -4.770 -0.887
O -4.315 -7.851 -7.737
H 5.715 1.458 3.152
O 3.405 -4.206 -9.718
O -2.726 -4.366 5.987
C 9.760 0.562 5.405
H 4.846 -4.572 -8.336
C -5.155 0.952 -11.129
O 2.571 -5.943 -8.074
C 4.063 9.099 1.617
H 4.387 -2.863 -8.686
O -3.523 -2.935 4.563
H -5.378 -0.621 -12.454
H 0.042 1.753 2.988
O 0.966 -4.956 -9.745
O -8.375 1.363 0.904
H 4.859 -2.380 -3.277
H -8.576 -6.052 -7.455
H -10.481 0.854 -2.136
C 0.786 2.979 -0.634
H 7.326 -6.319 0.430
H 3.099 -1.823 8.370
H 7.169 4.280 7.324
O -10.354 0.396 -0.246
H -4.276 -8.608 -9.574
H -5.490 5.954 12.714
P -9.342 0.034 0.935
C -7.228 1.383 1.816
H 2.218 -7.020 -6.352
C -9.025 -2.431 0.166
H -5.427 -10.233 -5.465
C 1.255 -5.872 -10.878
O 1.865 -3.433 -7.785
P -0.409 0.912 0.473
H 1.927 -2.383 13.785
H -1.519 -8.076 3.012
C -2.600 -6.912 1.619
H 6.597 -6.681 -1.038
N -3.065 -4.011 4.835
H 2.895 11.368 4.438
C -2.046 -7.148 2.849
H -4.362 -9.839 -8.226
C 1.674 -6.583 -7.189
*
```


Computed values of F_max (unit: eV Å⁻¹) for the preceding records, in sequence: 2.53, 4.21.
Computed values of highest occupied orbital energy (unit: eV) for the preceding records, in sequence: -16.5, -10.0.